i.
Computed, not measured: a structure of composition H15O7, with ωB97M-V/def2-TZVPD.

Values from the calculation:
* total charge: +1
* Kohn-Sham gap: 10.25 eV
* LUMO level: -3.44 eV

Element x y z (Å)
1 O 1.228 -0.346 -2.275
2 H 1.304 -0.421 -3.205
3 H 0.271 -0.239 -2.099
4 O -1.271 0.768 1.927
5 H -1.133 -0.277 1.794
6 H -1.586 1.234 2.701
7 O -1.365 -0.532 -1.053
8 H -2.020 -0.965 -1.571
9 H -1.006 0.502 -0.660
10 O -0.598 1.541 -0.143
11 H -1.019 1.475 1.011
12 H -0.940 2.298 -0.642
13 O 1.719 -1.328 1.329
14 H 0.761 -1.569 1.268
15 H 2.133 -2.030 1.845
16 O -0.843 -1.813 1.003
17 H -1.273 -2.659 0.969
18 H -1.131 -1.224 -0.044
19 O 1.782 1.616 -0.580
20 H 2.287 1.209 0.143
21 H 2.063 1.115 -1.343
22 H 0.638 1.646 -0.377

Mulliken atomic charges, in units of e:
1 O -0.6568
2 H 0.3252
3 H 0.3832
4 O -0.5082
5 H 0.4799
6 H 0.3647
7 O -0.7234
8 H 0.2819
9 H 0.4274
10 O -0.7241
11 H 0.4061
12 H 0.4090
13 O -0.6501
14 H 0.4292
15 H 0.3049
16 O -0.9018
17 H 0.2341
18 H 0.3897
19 O -0.4742
20 H 0.3944
21 H 0.4195
22 H 0.3894

=====

ii.
Computed, not measured: a cluster of 7 separate species, H15O7 in total, with ωB97M-V/def2-TZVPD.

Values from the calculation:
* total charge: +1
* Kohn-Sham gap: 11.53 eV
* LUMO level: -3.36 eV

Element x y z (Å)
1 O 18.057 14.865 13.919
2 H 18.364 14.741 13.009
3 H 17.810 14.101 14.440
4 H 17.217 15.436 13.883
5 O 18.551 15.181 11.308
6 H 17.950 15.665 10.699
7 H 19.419 15.321 10.932
8 O 14.736 12.083 14.620
9 H 14.316 12.791 15.090
10 H 15.577 12.426 14.532
11 O 15.815 16.150 14.488
12 H 15.302 16.499 13.781
13 H 15.213 15.629 15.010
14 O 15.721 14.000 12.395
15 H 15.776 13.120 12.052
16 H 14.787 14.146 12.561
17 O 18.598 12.253 12.443
18 H 18.334 11.403 12.792
19 H 18.056 12.330 11.662
20 O 17.430 12.710 15.226
21 H 18.209 12.238 15.428
22 H 16.960 12.704 16.049

Mulliken atomic charges, in units of e:
1 O -0.3584
2 H 0.4586
3 H 0.5472
4 H 0.4176
5 O -0.5938
6 H 0.2931
7 H 0.2776
8 O -0.5697
9 H 0.3064
10 H 0.2849
11 O -0.6736
12 H 0.3347
13 H 0.3106
14 O -0.5086
15 H 0.2626
16 H 0.2815
17 O -0.6055
18 H 0.3053
19 H 0.2954
20 O -0.6429
21 H 0.2758
22 H 0.3012

=====

Stability, highest: ii

=====

i.
Computed, not measured: a cluster of 8 separate species, C4H27N2O7 in total, with ωB97M-V/def2-TZVPD.

Values from the calculation:
* total charge: +1
* Kohn-Sham gap: 9.45 eV
* LUMO level: -2.72 eV

Element x y z (Å)
1 N 0.764 -0.671 -1.144
2 C 1.855 -0.005 -0.262
3 C 3.225 -0.431 -0.786
4 C 1.865 -0.258 1.214
5 N 0.554 -0.937 1.438
6 C 0.207 -1.275 2.860
7 H -0.182 -0.066 -0.838
8 H 0.861 -0.403 -2.139
9 H 0.721 -1.731 -1.094
10 H 1.635 1.112 -0.269
11 H 3.425 -0.102 -1.947
12 H 3.552 -1.524 -0.564
13 H 3.988 0.250 -0.266
14 H 2.690 -1.036 1.571
15 H 1.933 0.521 1.868
16 H -0.229 -0.334 0.956
17 H -0.227 -0.446 3.402
18 H -0.525 -2.114 2.659
19 H 1.093 -1.674 3.434
20 H 1.116 3.206 -1.007
21 H 2.388 3.568 -1.705
22 O 1.835 2.898 -1.605
23 H 0.850 -3.440 -3.238
24 H 1.940 -2.448 -3.027
25 O 1.032 -2.486 -3.116
26 H -4.875 -1.116 -0.631
27 H -5.092 -0.349 0.603
28 O -4.390 -0.651 -0.049
29 H -0.390 2.061 1.745
30 H -0.388 3.448 1.150
31 O -0.742 2.916 1.811
32 H -2.265 -3.024 0.430
33 H -3.573 -3.699 0.286
34 O -2.674 -3.859 0.541
35 H -2.185 3.951 -1.516
36 H -1.545 4.057 0.086
37 O -1.570 3.523 -0.789
38 H -1.940 1.622 -0.320
39 H -2.707 0.306 0.428
40 O -2.032 0.642 -0.171

Mulliken atomic charges, in units of e:
1 N -0.1841
2 C 1.1032
3 C -1.5072
4 C -0.8782
5 N -0.1518
6 C -0.8844
7 H 0.1840
8 H 0.4753
9 H 0.4258
10 H -0.3064
11 H 0.3232
12 H 0.3666
13 H 0.4057
14 H 0.3268
15 H 0.4612
16 H 0.0017
17 H 0.3105
18 H 0.2978
19 H 0.3270
20 H 0.2945
21 H 0.2678
22 O -0.5692
23 H 0.3278
24 H 0.3139
25 O -0.6348
26 H 0.2466
27 H 0.3036
28 O -0.5484
29 H 0.2947
30 H 0.3035
31 O -0.6281
32 H 0.2894
33 H 0.3140
34 O -0.6039
35 H 0.3025
36 H 0.3425
37 O -0.6822
38 H 0.3904
39 H 0.2916
40 O -0.7128

=====

ii.
Computed, not measured: a cluster of 8 separate species, C4H27N2O7 in total, with ωB97M-V/def2-TZVPD.

Values from the calculation:
* total charge: +1
* Kohn-Sham gap: 9.60 eV
* LUMO level: -2.71 eV

Element x y z (Å)
1 C 2.809 0.705 1.647
2 C 1.277 0.912 1.263
3 C 0.518 1.239 2.554
4 C -0.929 1.718 2.096
5 N -1.719 0.463 1.982
6 N 0.770 -0.305 0.624
7 H 3.109 -0.335 1.523
8 H 3.486 1.230 0.946
9 H 2.974 1.187 2.599
10 H 1.274 1.693 0.622
11 H 1.085 2.074 3.150
12 H 0.505 0.560 3.341
13 H -1.180 2.460 2.881
14 H -0.984 2.370 1.218
15 H -2.426 0.487 2.769
16 H -2.356 0.399 1.198
17 H 1.572 -0.791 0.086
18 H 0.379 -1.031 1.229
19 H -0.156 0.032 0.136
20 H 0.634 -0.583 -2.945
21 H 1.306 -1.838 -3.370
22 O 1.109 -1.279 -2.636
23 H 1.101 -2.759 -1.150
24 H 1.314 -3.840 0.037
25 O 0.921 -2.966 -0.129
26 H -2.151 -1.287 -0.971
27 H -0.497 -1.855 -1.324
28 O -1.256 -1.148 -1.291
29 H -4.802 0.727 -0.044
30 H -4.517 -0.523 1.045
31 O -4.180 -0.004 0.223
32 H -1.491 2.904 -1.936
33 H -1.324 1.300 -2.099
34 O -1.426 2.029 -1.491
35 H 3.563 -1.736 -1.021
36 H 2.228 -1.183 -1.433
37 O 2.959 -1.043 -0.846
38 H -1.324 -0.178 -2.680
39 H -1.314 0.015 -4.308
40 O -0.862 0.181 -3.494

Mulliken atomic charges, in units of e:
1 C -1.3095
2 C 0.2876
3 C -1.0729
4 C -0.4277
5 N -0.5241
6 N 0.2374
7 H 0.2777
8 H 0.3263
9 H 0.4255
10 H 0.2018
11 H 0.4612
12 H 0.4350
13 H 0.3618
14 H 0.2132
15 H 0.2646
16 H 0.1834
17 H 0.3501
18 H 0.4524
19 H 0.1077
20 H 0.2740
21 H 0.2401
22 O -0.5585
23 H 0.3191
24 H 0.2944
25 O -0.6228
26 H 0.1937
27 H 0.3335
28 O -0.6682
29 H 0.3032
30 H 0.3245
31 O -0.6504
32 H 0.2715
33 H 0.2810
34 O -0.5775
35 H 0.3237
36 H 0.2244
37 O -0.5876
38 H 0.4996
39 H 0.2898
40 O -0.7590

=====

Stability, highest: ii

=====

i.
Computed, not measured: the molecule C3H2N2O2, with ωB97M-V/def2-TZVPD.

Values from the calculation:
* total charge: 0
* SMILES: [H]/N=C(/C#N)OC=O
* Kohn-Sham gap: 11.59 eV
* LUMO level: -0.13 eV

Element x y z (Å)
1 N 0.146 0.850 1.839
2 C 0.067 0.134 0.812
3 O -0.846 0.311 -0.204
4 C -0.449 0.135 -1.511
5 O 0.645 0.355 -1.927
6 C 0.845 -1.092 0.697
7 N 1.387 -2.108 0.595
8 H -0.491 1.645 1.782
9 H -1.305 -0.231 -2.083

Mulliken atomic charges, in units of e:
1 N -0.5679
2 C 0.5746
3 O -0.3135
4 C 0.1706
5 O -0.4098
6 C 0.2405
7 N -0.3309
8 H 0.2844
9 H 0.3520

=====

ii.
Computed, not measured: the molecule C3H2N2O2, with ωB97M-V/def2-TZVPD.

Values from the calculation:
* total charge: 0
* SMILES: O=Cc1ncno1
* Kohn-Sham gap: 10.27 eV
* LUMO level: -0.83 eV

Element x y z (Å)
1 O 1.217 -1.817 -1.780
2 C 0.689 -1.533 -0.743
3 C 0.178 -0.149 -0.315
4 N -0.372 -0.106 0.869
5 C -0.731 1.207 0.997
6 N -0.477 2.022 0.035
7 O 0.222 0.981 -0.977
8 H 0.499 -2.273 0.064
9 H -1.225 1.668 1.850

Mulliken atomic charges, in units of e:
1 O -0.4121
2 C -0.0336
3 C 0.6481
4 N -0.4821
5 C -0.0237
6 N -0.1936
7 O -0.2480
8 H 0.3593
9 H 0.3857

=====

Stability, highest: i